--- A ---
An isolated molecule of C5H6N2O3. Source: OMol25; level of theory: ωB97M-V/def2-TZVPD.

Calculated values
Kohn-Sham gap: 9.76 eV
E_HOMO: -9.486 eV
Structure (SMILES): NCc1ncoc1C(=O)O

Cartesian coordinates (Å):
N (0.5383, 1.5946, -0.1554)
C (1.1521, 0.6254, 0.7506)
C (0.4081, -0.6641, 0.5638)
N (0.9465, -1.9268, 0.6826)
C (0.1443, -2.6869, 0.0023)
O (-0.7972, -2.0223, -0.6713)
C (-0.7212, -0.7480, -0.2056)
C (-1.3158, 0.3931, -0.9471)
O (-1.7487, 0.2763, -2.0794)
O (-1.7990, 1.6082, -0.0587)
H (1.1055, 1.8041, -0.9715)
H (-0.1652, 2.5147, 0.0906)
H (2.2172, 0.4594, 0.5362)
H (1.0342, 0.9646, 1.7894)
H (0.1002, -3.7727, -0.0177)
H (-1.0995, 1.5803, 0.6910)

***

--- B ---
An isolated molecule of C5H6N2O3. Source: OMol25; level of theory: ωB97M-V/def2-TZVPD.

Calculated values
Kohn-Sham gap (spin up / spin down): 7.07 / 7.07 eV
E_HOMO (spin up / spin down): -8.400 / -8.401 eV

Cartesian coordinates (Å):
C (-0.9203, 1.1507, 0.0315)
C (-0.1675, 0.8660, -1.1588)
C (1.4879, -2.1276, -0.0808)
C (-0.7052, 0.3866, 1.1211)
C (0.3772, -1.2848, -0.4068)
N (0.5513, -0.2370, -1.2644)
N (-0.9513, -1.9180, -0.4087)
O (2.6225, -1.8272, -0.3881)
O (-1.1111, -2.9321, 0.1869)
O (-1.8151, -1.3345, -1.0073)
H (-1.5595, 2.0492, -0.0250)
H (-0.0455, 1.5305, -2.1026)
H (1.3679, -3.1078, 0.5011)
H (-1.2836, 0.6699, 1.9669)
H (-0.1815, -0.6280, 1.0525)
H (1.2179, -0.1576, -2.0175)

***

--- C ---
A cluster of 2 separate species, C5H6N2O3 in total. Source: OMol25; level of theory: ωB97M-V/def2-TZVPD.

Calculated values
Kohn-Sham gap (spin up / spin down): 7.21 / 7.20 eV
E_HOMO (spin up / spin down): -9.138 / -9.137 eV

Cartesian coordinates (Å):
O (2.7707, 0.5770, -0.1576)
C (1.6244, 0.1937, 0.0607)
C (1.3748, -1.3018, 0.2155)
C (-0.0628, -1.7729, 0.0387)
N (-0.7421, -1.0867, -1.0237)
C (-0.9296, 0.0231, -1.3816)
O (0.6059, 0.9886, -0.0674)
C (-1.6188, 0.8313, -2.3174)
N (-2.1547, 1.4706, -3.1153)
H (2.0240, -1.8262, -0.5000)
H (1.7087, -1.6066, 1.2159)
H (-0.1080, -2.8418, -0.2028)
H (-0.6498, -1.5932, 0.9502)
O (-1.0307, 2.3494, 2.0590)
H (-1.1263, 3.0937, 1.4581)
H (-1.6857, 2.5016, 2.7678)

***

Stability, lowest: B

***

--- A ---
The ion CH2O5P with charge -1. Source: OMol25; level of theory: ωB97M-V/def2-TZVPD.

Calculated values
Kohn-Sham gap: 9.84 eV
Net charge: -1
E_HOMO: -5.715 eV

Cartesian coordinates (Å):
C (0.1909, -0.4792, -0.0077)
O (2.3538, 1.5526, -0.0972)
O (3.4891, -0.7746, 0.0320)
O (1.0341, -0.3872, 1.0067)
O (0.9912, -0.5447, -1.1044)
O (-0.7033, 0.6074, 0.0385)
P (2.2947, 0.0891, -0.0134)
H (-0.3633, -1.3231, 0.1122)
H (-0.2488, 1.3157, 0.2770)

***

--- B ---
A cluster of 2 separate species, CH2O5P in total. Source: OMol25; level of theory: ωB97M-V/def2-TZVPD.

Calculated values
Kohn-Sham gap: 8.17 eV
Net charge: -1
E_HOMO: -4.184 eV

Cartesian coordinates (Å):
C (-2.8315, 0.0568, 0.1489)
O (-1.1359, 0.7804, 0.6821)
O (-2.7139, -1.0882, 0.3678)
O (0.5905, -1.0327, 0.6700)
O (1.3472, 1.2735, 0.0466)
O (-3.4923, 0.9628, -0.3102)
P (0.3106, 0.5794, 1.1978)
H (-0.1969, -1.5292, 0.8557)
H (0.6763, 1.5625, -0.6743)

***

Stability, lowest: B

***

--- A ---
An isolated molecule of C2H9N2O3P. Source: OMol25; level of theory: ωB97M-V/def2-TZVPD.

Calculated values
Kohn-Sham gap: 10.58 eV
E_HOMO: -9.831 eV
Structure (SMILES): COP(=O)(NN)OC

Cartesian coordinates (Å):
C (0.0517, 2.2824, -0.3420)
O (-0.4261, 1.1798, 0.3576)
P (0.0610, -0.3512, -0.0178)
O (0.4120, -0.3631, -1.6738)
N (1.1216, -1.0009, 1.1294)
N (2.4545, -0.6794, 1.2617)
O (-1.1896, -1.1693, 0.3873)
C (-2.2333, -1.3093, -0.5767)
H (1.1904, 2.3460, -0.4385)
H (-0.2967, 3.2140, 0.1260)
H (-0.2711, 2.1948, -1.3694)
H (0.9191, -1.9086, 1.1460)
H (2.9015, -0.4901, 0.3855)
H (2.6642, 0.1162, 1.9405)
H (-3.1557, -0.5971, -0.2464)
H (-2.5100, -2.3736, -0.5043)
H (-1.6934, -1.0906, -1.5648)

***

--- B ---
A cluster of 2 separate species, C2H9N2O3P in total. Source: OMol25; level of theory: ωB97M-V/def2-TZVPD.

Calculated values
Kohn-Sham gap: 9.23 eV
E_HOMO: -8.429 eV
Structure (SMILES): COP(O)O.C=NN

Cartesian coordinates (Å):
C (2.8803, 0.9110, 0.1494)
O (1.8282, 0.2578, -0.5317)
P (1.1486, -1.2353, -0.1621)
O (0.2778, -0.9723, 1.1852)
O (-0.0206, -0.9994, -1.3108)
H (2.7017, 1.8663, 0.1645)
H (3.8566, 0.8298, -0.3226)
H (2.9822, 0.3737, 1.1280)
H (-0.0818, -0.0578, 1.2995)
H (0.1658, -0.7442, -2.2774)
C (-2.1650, 0.9785, -0.2742)
N (-2.8519, -0.0560, -0.3549)
N (-2.4951, -1.1321, 0.4150)
H (-2.6474, 1.9217, -0.5069)
H (-1.1167, 1.1634, 0.2625)
H (-2.8148, -2.0527, 0.1356)
H (-1.6478, -1.0525, 1.0009)

***

Stability, lowest: B